(1)
A molecular structure, C8H13N2 at a distorted geometry, computed with wB97M-V/def2-TZVPD.

Values from the calculation:
- total charge = +1
- Kohn-Sham gap (hartree) = 0.3594
- highest occupied orbital energy (eV) = -13.22

CARTESIAN COORDINATES (ANGSTROEM)
1 C -1.574 0.564 0.806
2 C -1.168 -0.421 1.637
3 C -1.779 0.799 2.272
4 C -0.490 -1.156 -0.229
5 C 1.117 -0.240 1.199
6 C -0.724 0.458 -0.432
7 C 2.375 -0.678 0.551
8 C -1.234 0.893 -1.825
9 N 0.010 -1.132 1.118
10 N 0.656 0.941 -0.144
11 H -1.190 1.583 2.692
12 H -2.784 0.676 2.725
13 H -1.355 -1.762 -0.229
14 H 0.102 -1.733 -0.889
15 H 1.178 0.220 2.120
16 H 2.094 -1.147 -0.337
17 H 2.839 -1.458 1.187
18 H 3.045 0.199 0.423
19 H -0.458 0.877 -2.618
20 H -1.469 1.921 -1.689
21 H -2.121 0.234 -2.084
22 H 0.622 1.879 0.173
23 H 1.481 0.693 -0.795

(2)
A molecular structure, C3H2LiMgO3Tl at a distorted geometry, computed with wB97M-V/def2-TZVPD.

Values from the calculation:
- total charge = +1
- multiplicity = 2
- Kohn-Sham gap (spin up / spin down) (hartree) = 0.1500 / 0.2539
- highest occupied orbital energy (spin up / spin down) (eV) = -8.49 / -11.32

CARTESIAN COORDINATES (ANGSTROEM)
1 C -0.857 1.366 0.440
2 C -1.201 0.165 -0.079
3 O -0.685 2.433 0.885
4 H -1.585 0.203 -1.093
5 H -1.922 -0.397 0.504
6 Mg 2.866 2.005 2.252
7 Tl 0.868 4.016 2.127
8 O 0.140 -1.721 -0.489
9 C 0.818 -1.830 -1.483
10 O 0.990 -2.503 -2.415
11 Li 0.569 -3.738 -0.648

(3)
2 unconnected molecules or ions with the total composition C5H8N2 at a distorted geometry, computed with wB97M-V/def2-TZVPD.

Values from the calculation:
- total charge = 0
- Kohn-Sham gap (hartree) = 0.3373
- highest occupied orbital energy (eV) = -8.74

CARTESIAN COORDINATES (ANGSTROEM)
1 C 2.359 -0.559 0.263
2 N 1.077 -0.170 -0.311
3 C 0.724 1.196 -0.583
4 C -0.533 1.212 -0.073
5 C -1.061 -0.009 -0.284
6 C -2.384 -0.750 0.033
7 N -0.078 -0.888 -0.254
8 H 2.879 -0.481 -0.884
9 H 2.296 -1.722 0.854
10 H 2.906 0.459 1.357
11 H 1.384 2.055 -0.432
12 H -1.255 2.289 -0.155
13 H -3.229 -0.436 -0.546
14 H -2.633 -0.641 1.071
15 H -2.344 -1.830 -0.010

(4)
2 unconnected molecules or ions with the total composition C9H14 at a distorted geometry, computed with wB97M-V/def2-TZVPD.

Values from the calculation:
- total charge = 0
- SMILES string = Cc1ccccc1.CC
- Kohn-Sham gap (hartree) = 0.3710
- highest occupied orbital energy (eV) = -9.07

CARTESIAN COORDINATES (ANGSTROEM)
1 C -3.675 0.443 1.905
2 C -2.455 -0.128 2.666
3 H -3.317 0.996 1.037
4 H -4.295 -0.376 1.534
5 H -4.306 1.029 2.567
6 H -1.890 -0.773 1.990
7 H -1.778 0.669 2.960
8 H -2.866 -0.753 3.457
9 C 1.564 -1.498 -2.670
10 C 1.937 0.432 0.531
11 C 0.690 1.041 0.672
12 C 2.250 -0.383 -0.530
13 C 1.262 -0.613 -1.495
14 C -0.242 0.920 -0.344
15 C 0.070 0.080 -1.401
16 H 2.636 0.671 1.324
17 H 0.615 1.668 1.533
18 H 3.217 -0.835 -0.707
19 H -1.106 1.559 -0.356
20 H 2.594 -1.853 -2.564
21 H 1.514 -0.997 -3.636
22 H -0.672 -0.052 -2.161
23 H 0.959 -2.398 -2.779

(5)
A molecular structure, C24H21N6O4RuS at a distorted geometry, computed with wB97M-V/def2-TZVPD.

Values from the calculation:
- total charge = +2
- multiplicity = 6
- Kohn-Sham gap (spin up / spin down) (hartree) = 0.2966 / 0.2534
- highest occupied orbital energy (spin up / spin down) (eV) = -14.41 / -14.75

CARTESIAN COORDINATES (ANGSTROEM)
1 Ru -0.006 -0.571 0.338
2 C 4.429 -0.309 -0.591
3 C 4.660 1.051 -0.534
4 C 3.593 1.915 -0.296
5 C 2.335 1.386 -0.114
6 N 2.127 0.058 -0.118
7 C 3.140 -0.769 -0.372
8 C 1.101 2.249 0.036
9 C 1.120 3.629 0.064
10 C -0.092 4.303 0.145
11 C -1.283 3.599 0.189
12 C -1.231 2.215 0.159
13 N -0.056 1.586 0.092
14 C -2.440 1.319 0.183
15 C -3.724 1.803 0.124
16 C -4.787 0.899 0.115
17 C -4.523 -0.453 0.174
18 C -3.203 -0.872 0.247
19 N -2.188 -0.005 0.247
20 H 5.222 -1.008 -0.811
21 H 5.655 1.446 -0.686
22 H 3.752 2.983 -0.272
23 H 2.903 -1.826 -0.398
24 H 2.048 4.178 0.022
25 H -0.105 5.384 0.164
26 H -2.224 4.123 0.251
27 H -3.913 2.865 0.074
28 H -5.805 1.260 0.062
29 H -5.316 -1.187 0.168
30 H -2.947 -1.922 0.336
31 O 0.203 -4.140 2.424
32 S -0.649 -3.987 1.283
33 O -2.064 -3.862 1.478
34 N -0.131 -2.679 0.395
35 C 0.157 -3.009 -0.903
36 O 0.421 -2.097 -1.692
37 C 0.125 -4.463 -1.137
38 C 0.450 -5.153 -2.291
39 C 0.356 -6.539 -2.264
40 C -0.056 -7.206 -1.112
41 C -0.387 -6.515 0.050
42 C -0.282 -5.141 0.006
43 H 0.764 -4.622 -3.180
44 H 0.606 -7.109 -3.147
45 H -0.123 -8.286 -1.119
46 H -0.710 -7.034 0.941
47 C 2.689 -2.672 4.120
48 N 2.114 -1.709 3.187
49 C 0.891 -1.204 3.301
50 N 0.191 -1.416 4.414
51 O 0.395 -0.446 2.394
52 H 3.688 -2.924 3.780
53 H 2.091 -3.583 4.157
54 H 2.776 -2.234 5.114
55 H 2.542 -1.595 2.284
56 H 0.505 -2.045 5.133
57 H -0.738 -1.037 4.476

(6)
6 unconnected molecules or ions with the total composition C11H35NO6 at a distorted geometry, computed with wB97M-V/def2-TZVPD.

Values from the calculation:
- total charge = 0
- SMILES string = COC[C@H](C)N.CCO.CCO.CO.CO.CO
- Kohn-Sham gap (hartree) = 0.3269
- highest occupied orbital energy (eV) = -8.44

CARTESIAN COORDINATES (ANGSTROEM)
1 C -4.519 1.166 1.334
2 O -3.690 2.331 1.375
3 H -5.548 1.517 1.260
4 H -4.212 0.460 0.562
5 H -4.439 0.650 2.290
6 H -4.054 2.937 2.024
7 C -2.226 3.092 -1.940
8 O -2.440 4.406 -2.430
9 H -3.112 2.784 -1.385
10 H -1.992 2.362 -2.715
11 H -1.345 3.115 -1.299
12 H -3.153 4.458 -3.072
13 C -0.264 1.646 1.176
14 O -1.377 1.028 0.638
15 H -0.381 2.701 0.927
16 H -0.214 1.440 2.245
17 H 0.615 1.311 0.625
18 H -2.179 1.416 0.995
19 C 2.159 -0.821 3.114
20 C 3.493 -0.273 2.764
21 O 4.359 -1.355 2.358
22 H 1.446 -0.039 3.373
23 H 2.315 -1.502 3.950
24 H 1.783 -1.409 2.276
25 H 3.915 0.190 3.656
26 H 3.420 0.456 1.957
27 H 5.236 -0.965 2.320
28 C -2.321 -2.706 0.382
29 C -0.990 -3.498 0.168
30 O -0.695 -3.472 -1.219
31 H -3.127 -3.122 -0.223
32 H -2.204 -1.685 0.017
33 H -2.589 -2.710 1.438
34 H -1.179 -4.518 0.503
35 H -0.152 -3.042 0.694
36 H -0.137 -4.229 -1.412
37 C 1.049 1.473 -2.387
38 C 0.819 -0.052 -2.322
39 C 1.783 -0.788 -1.371
40 O 3.090 -0.779 -1.972
41 C 4.120 -1.297 -1.170
42 N -0.541 -0.198 -1.859
43 H 0.374 1.928 -3.112
44 H 2.095 1.680 -2.616
45 H 0.955 1.991 -1.433
46 H 0.981 -0.482 -3.310
47 H 1.459 -1.828 -1.337
48 H 1.705 -0.496 -0.324
49 H 5.048 -1.383 -1.736
50 H 3.922 -2.253 -0.686
51 H 4.440 -0.622 -0.376
52 H -0.677 -1.193 -1.752
53 H -0.826 0.180 -0.967

Short version: energy relative to the best compared isomer or geometry (same formula, charge and spin) = 664.4 66.9 621.1 36.0 12.0 0.0 kJ/mol, in the order given.